Record 1
{"formula": "C42H51AsClCsF5IN3O2PS", "method": "the ωB97M-V functional and the def2-TZVPD basis", "species": ["Cs", "Cl", "C", "C", "C", "I", "C", "O", "C", "N", "C", "C", "C", "C", "H", "H", "H", "H", "C", "C", "C", "C", "C", "C", "C", "C", "C", "C", "C", "C", "N", "C", "C", "C", "C", "C", "N", "C", "C", "C", "C", "H", "H", "H", "H", "H", "H", "H", "H", "H", "H", "H", "H", "H", "H", "H", "H", "H", "H", "H", "H", "H", "H", "H", "H", "H", "H", "H", "H", "H", "C", "P", "C", "C", "O", "H", "H", "H", "H", "H", "H", "H", "H", "H", "F", "C", "C", "C", "F", "C", "F", "C", "F", "C", "F", "C", "As", "C", "C", "S", "H", "H", "H", "H", "H", "H", "H", "H", "H"], "positions_angstrom": [[-2.370056, 0.100872, 0.845333], [-7.057408, 6.568971, 2.349486], [-5.878946, 5.270486, 2.328253], [-5.095704, 5.057690, 3.428179], [-4.139648, 4.041363, 3.444381], [-2.939700, 3.789118, 5.129680], [-3.900603, 3.179470, 2.353665], [-3.041998, 2.265639, 2.321659], [-4.782819, 3.412774, 1.196674], [-4.601850, 2.581424, 0.148243], [-5.331739, 2.746716, -0.928409], [-6.302860, 3.757137, -1.050212], [-6.509693, 4.605644, 0.002231], [-5.744851, 4.453486, 1.178692], [-5.215409, 5.688541, 4.299418], [-5.134006, 2.075004, -1.755400], [-6.869201, 3.849973, -1.967737], [-7.248836, 5.394022, -0.050081], [6.843689, -0.323522, -2.335033], [5.368285, -0.603126, -2.080777], [4.799283, 0.347528, -1.023458], [4.502005, -0.555505, -3.325926], [4.925120, 0.038126, -4.505739], [4.098716, 0.075164, -5.622592], [2.837187, -0.487500, -5.554487], [2.373010, -1.093287, -4.388046], [0.975232, -1.684629, -4.348049], [-0.081580, -0.724987, -4.894394], [0.924386, -3.014220, -5.105763], [3.216487, -1.134947, -3.264738], [2.778243, -1.667670, -2.045105], [2.683862, -2.952278, -1.952330], [2.227403, -3.702280, -0.840287], [2.179198, -5.112853, -0.817966], [1.696310, -5.455874, 0.438091], [1.480369, -4.230002, 1.111331], [1.800985, -3.180088, 0.351923], [1.073394, -4.038370, 2.557467], [0.185095, -5.175578, 3.059042], [0.354150, -2.704006, 2.743671], [2.368604, -4.010317, 3.391448], [7.411980, -0.470278, -1.414151], [7.011052, 0.707623, -2.658427], [7.252610, -0.988704, -3.098619], [5.275606, -1.614172, -1.674742], [4.724147, 1.359160, -1.429068], [5.438834, 0.381983, -0.136398], [3.809394, -0.003648, -0.735196], [5.915734, 0.472049, -4.564097], [4.443041, 0.539635, -6.539594], [2.189120, -0.455334, -6.423578], [0.737677, -1.883830, -3.302683], [-0.005422, -0.624404, -5.981292], [-0.009875, 0.265985, -4.448309], [-1.082544, -1.098339, -4.669871], [1.224955, -2.873761, -6.148381], [-0.090538, -3.419487, -5.097862], [1.588795, -3.754225, -4.658856], [2.985233, -3.573949, -2.809065], [2.445129, -5.773343, -1.633323], [1.502492, -6.448532, 0.818023], [-0.708228, -5.272619, 2.439391], [-0.135080, -4.974938, 4.085346], [0.714690, -6.131366, 3.049698], [-0.701538, -2.728268, 2.459256], [0.867587, -1.943054, 2.158985], [0.369332, -2.411770, 3.799084], [2.925636, -4.941610, 3.263322], [2.144408, -3.876625, 4.455340], [3.005759, -3.187643, 3.059927], [1.492785, 3.354850, 2.247577], [0.744763, 1.750219, 1.859844], [-0.088953, 1.238545, 3.365690], [2.127259, 0.633689, 1.563739], [-0.165209, 1.854001, 0.675921], [2.178735, 3.280171, 3.092467], [0.698377, 4.061547, 2.491548], [2.035350, 3.710994, 1.371210], [0.541078, 1.443185, 4.233483], [-0.331216, 0.173918, 3.371250], [-1.025292, 1.797868, 3.446581], [2.698471, 0.456788, 2.476686], [2.785030, 1.064710, 0.806581], [1.770086, -0.324921, 1.177732], [-1.735970, -1.052804, 5.080811], [-2.701541, -1.942395, 4.668621], [-3.144749, -1.926454, 3.372505], [-4.091485, -2.874114, 3.092348], [-4.621770, -2.968349, 1.823010], [-4.593640, -3.786443, 4.006382], [-5.538068, -4.703970, 3.686556], [-4.109084, -3.752474, 5.300828], [-4.575209, -4.621096, 6.226266], [-3.145720, -2.820771, 5.643275], [-2.678859, -2.803333, 6.914578], [-1.935036, 4.283897, -0.605527], [-1.315220, 3.544826, -2.267399], [-1.129884, 5.095696, -3.417398], [0.512293, 2.996573, -1.974451], [-2.447013, 2.047879, -3.185603], [-1.275062, 5.110487, -0.334848], [-1.884287, 3.497329, 0.148542], [-2.955528, 4.638521, -0.715146], [-0.420189, 5.800433, -2.983392], [-2.104325, 5.568421, -3.526787], [-0.780948, 4.759957, -4.391846], [1.049241, 3.778271, -1.434889], [0.989797, 2.806327, -2.932701], [0.476895, 2.103379, -1.361243]], "atomic_forces_ev_per_a": [[-0.43, -0.72, -0.37], [-0.03, 0.03, 0.00], [0.03, -0.04, -0.02], [0.01, 0.02, 0.03], [0.06, 0.08, -0.06], [0.02, 0.00, 0.02], [-0.10, -0.20, -0.02], [0.01, 0.58, 0.39], [0.02, 0.05, 0.07], [-0.08, -0.04, -0.08], [0.01, 0.00, -0.01], [0.00, 0.02, 0.06], [0.02, -0.04, -0.06], [0.00, 0.04, 0.04], [-0.02, 0.01, -0.01], [0.01, -0.02, -0.02], [-0.01, 0.01, -0.01], [-0.01, 0.00, 0.00], [0.02, 0.01, -0.02], [-0.07, 0.02, 0.01], [0.05, -0.03, 0.03], [0.05, -0.04, 0.00], [-0.02, -0.02, 0.04], [0.02, 0.01, -0.04], [-0.01, -0.02, 0.03], [0.00, 0.03, -0.05], [0.07, 0.00, 0.02], [-0.05, -0.02, -0.03], [-0.06, -0.01, 0.01], [-0.13, 0.03, 0.14], [0.04, -0.17, -0.20], [-0.03, 0.20, -0.04], [0.08, -0.15, 0.07], [-0.03, 0.05, -0.05], [-0.06, -0.07, 0.03], [-0.06, 0.10, -0.02], [0.02, 0.01, -0.01], [0.14, 0.03, 0.03], [-0.02, -0.01, -0.01], [-0.07, 0.15, 0.24], [-0.05, 0.00, 0.03], [0.00, -0.01, 0.00], [-0.01, 0.01, 0.00], [0.02, 0.01, -0.01], [0.04, -0.01, 0.01], [-0.01, 0.07, -0.01], [0.00, -0.05, 0.00], [0.03, 0.08, -0.03], [0.01, 0.01, -0.01], [-0.01, 0.00, 0.00], [0.01, 0.01, -0.01], [0.00, 0.02, 0.00], [0.01, 0.05, 0.01], [0.04, 0.02, 0.02], [0.00, -0.04, -0.03], [0.00, 0.01, 0.00], [0.00, -0.01, 0.01], [0.01, 0.00, 0.00], [0.02, 0.00, 0.00], [0.01, 0.00, 0.01], [0.01, -0.01, 0.00], [0.00, 0.01, 0.00], [0.00, -0.01, 0.01], [0.01, -0.01, -0.01], [0.12, -0.12, -0.17], [-0.05, 0.03, 0.01], [-0.01, -0.01, 0.01], [0.01, 0.00, 0.00], [0.00, -0.01, 0.00], [-0.01, 0.01, 0.00], [-0.03, -0.06, 0.06], [0.12, -0.02, 0.01], [0.05, -0.01, 0.05], [0.00, 0.05, 0.01], [0.26, 0.12, 0.06], [0.00, 0.00, 0.00], [-0.01, -0.01, 0.00], [0.00, 0.00, -0.01], [-0.01, -0.01, 0.01], [0.04, -0.01, -0.08], [0.01, 0.03, 0.00], [-0.01, 0.00, 0.01], [-0.06, 0.04, 0.06], [-0.01, 0.00, 0.00], [0.01, 0.01, 0.05], [-0.07, -0.08, -0.09], [0.01, -0.01, -0.01], [0.04, 0.05, 0.11], [-0.01, 0.00, -0.03], [0.00, 0.01, -0.02], [0.01, 0.00, 0.00], [-0.02, -0.02, 0.02], [0.01, 0.00, -0.01], [0.02, 0.05, -0.02], [0.00, 0.00, 0.01], [0.09, -0.11, 0.09], [0.25, -0.16, -0.26], [-0.06, 0.01, 0.03], [-0.07, 0.16, -0.03], [-0.03, 0.13, 0.11], [0.00, -0.04, 0.02], [-0.04, 0.08, 0.04], [-0.07, 0.00, -0.04], [0.00, 0.01, 0.00], [-0.01, 0.01, -0.01], [0.01, -0.01, 0.01], [-0.01, 0.01, 0.00], [-0.05, -0.03, -0.08], [0.08, -0.07, -0.02]], "homo_lumo_gap_ha": 0.203, "relative_energy_kj_mol": 79.3, "homo_ev": -2.25, "total_charge": -2}

Record 2
{"formula": "C42H51BN7O5PRuS4Se", "method": "the ωB97M-V functional and the def2-TZVPD basis", "species": ["Ru", "C", "C", "C", "C", "N", "C", "C", "N", "B", "N", "C", "C", "N", "C", "S", "C", "C", "C", "C", "N", "C", "C", "N", "C", "S", "C", "C", "C", "C", "C", "S", "H", "H", "H", "H", "H", "H", "H", "H", "H", "H", "H", "H", "H", "H", "H", "H", "H", "H", "H", "H", "H", "H", "H", "H", "H", "H", "H", "H", "H", "H", "H", "H", "H", "H", "O", "S", "O", "O", "C", "C", "C", "C", "C", "C", "P", "C", "C", "C", "C", "C", "C", "C", "C", "C", "C", "C", "C", "H", "H", "H", "H", "H", "H", "H", "H", "H", "H", "H", "H", "H", "H", "Se", "C", "N", "C", "O", "C", "O", "H", "H", "H"], "positions_angstrom": [[0.175689, 0.154129, -0.321028], [4.798989, -3.057071, -3.379928], [3.362189, -2.533571, -3.216828], [2.463289, -3.121371, -4.314228], [3.352089, -1.014971, -3.338828], [2.861089, -2.987671, -1.915728], [2.575789, -4.314771, -1.699828], [2.159389, -4.447171, -0.425728], [2.185289, -3.214671, 0.164872], [1.616889, -3.083371, 1.588172], [0.166789, -3.566371, 1.533872], [-0.402211, -4.233971, 2.578672], [-1.692311, -4.480771, 2.277372], [-1.937311, -3.956471, 1.032972], [-0.783711, -3.387171, 0.587672], [-0.536911, -2.644371, -0.910128], [-3.205411, -4.061571, 0.308472], [-3.651211, -2.686771, -0.194728], [-2.986411, -5.044471, -0.848628], [-4.292511, -4.607871, 1.238772], [1.684089, -1.708871, 2.313272], [2.748689, -1.424371, 3.122272], [2.394889, -0.451871, 3.984372], [1.091889, -0.099171, 3.712972], [0.682589, -0.861871, 2.658272], [-0.827211, -0.771471, 1.880372], [0.337089, 0.796129, 4.602872], [-1.058611, 1.142729, 4.089172], [0.212489, 0.073529, 5.952472], [1.104889, 2.111229, 4.776072], [2.596589, -2.323071, -0.756828], [2.834989, -0.691671, -0.370628], [5.179289, -2.769071, -4.358728], [4.832889, -4.142571, -3.299728], [5.443389, -2.636471, -2.609728], [2.710489, -2.675871, -5.275928], [1.420089, -2.906671, -4.093728], [2.587889, -4.198071, -4.406528], [3.548989, -0.729171, -4.370128], [4.100389, -0.562771, -2.694828], [2.374389, -0.627871, -3.063228], [2.668889, -5.057671, -2.462328], [1.820089, -5.317171, 0.095672], [2.232389, -3.845971, 2.277172], [0.169889, -4.485771, 3.446572], [-2.433211, -4.987271, 2.854972], [-3.003711, -2.322871, -0.986028], [-3.634311, -1.950171, 0.607472], [-4.663611, -2.741971, -0.588028], [-2.219611, -4.661671, -1.517228], [-3.908811, -5.183271, -1.407128], [-2.659411, -6.011071, -0.463328], [-4.405611, -3.967271, 2.109972], [-4.079011, -5.627371, 1.556672], [-5.237311, -4.616971, 0.700672], [3.678289, -1.938171, 3.011472], [2.962689, -0.001871, 4.770572], [-1.679811, 0.259429, 3.972472], [-1.003411, 1.649129, 3.127572], [-1.540411, 1.813729, 4.800772], [-0.342711, -0.852671, 5.820672], [-0.316011, 0.706229, 6.662172], [1.193889, -0.158771, 6.360272], [1.168789, 2.616229, 3.816272], [2.105389, 1.957829, 5.172072], [0.562289, 2.754429, 5.465772], [-4.635311, 0.782929, -0.526328], [-3.413611, 0.957529, 0.235872], [-3.468011, 0.396329, 1.567672], [-2.217211, 0.549029, -0.545528], [-3.256911, 2.749629, 0.340772], [-4.308611, 3.461129, 0.882672], [-4.359311, 4.839729, 0.748172], [-3.377011, 5.487529, 0.009872], [-2.323411, 4.774529, -0.530828], [-2.229511, 3.394529, -0.326328], [-0.822811, 2.464929, -1.022228], [-1.349711, 2.637829, -2.767328], [-0.676311, 3.462829, -3.663728], [-1.110711, 3.569429, -4.972528], [-2.224311, 2.866829, -5.398528], [-2.914811, 2.064629, -4.503528], [-2.485611, 1.950829, -3.194528], [0.591089, 3.628729, -0.913128], [0.721389, 4.708229, -0.046328], [1.943389, 5.340929, 0.102272], [3.058589, 4.883529, -0.581428], [2.950389, 3.781829, -1.416128], [1.731789, 3.153229, -1.567328], [-5.093511, 2.912629, 1.379172], [-5.177011, 5.407529, 1.174572], [-3.433511, 6.556229, -0.152828], [-1.579111, 5.283529, -1.130628], [0.200189, 4.007829, -3.341028], [-0.562111, 4.201729, -5.658128], [-2.535111, 2.924229, -6.431428], [-3.780211, 1.508029, -4.833728], [-3.010411, 1.307729, -2.502728], [-0.114611, 5.018529, 0.562972], [2.035989, 6.172729, 0.788972], [4.019689, 5.354829, -0.432428], [3.822589, 3.385829, -1.915728], [1.644189, 2.249629, -2.163928], [-0.704911, -0.702271, -5.121628], [-0.144811, -0.282771, -3.541828], [0.352989, 0.012529, -2.526528], [3.346989, 2.547929, 1.941172], [2.668789, 1.601929, 1.106872], [1.334789, 1.608529, 1.037372], [0.661189, 2.405629, 1.683272], [4.255889, 2.848929, 1.420872], [3.598789, 2.065929, 2.889672], [2.704489, 3.414529, 2.113572]], "atomic_forces_ev_per_a": [[1.15, 0.59, 0.53], [-0.24, 0.07, 0.08], [0.48, 0.27, -0.75], [0.00, 0.03, 0.22], [-0.09, -0.03, 0.00], [-0.45, -0.10, 0.75], [-0.11, -0.50, 0.30], [0.22, -0.26, -0.36], [0.45, 0.07, -0.55], [-0.25, 0.27, -0.30], [-0.51, -0.34, -0.11], [-0.26, -0.24, 0.29], [0.17, -0.18, 0.54], [0.69, 0.23, 0.29], [0.15, -0.04, -0.40], [0.17, 0.82, -0.59], [-0.62, -0.08, -0.62], [0.05, 0.07, -0.08], [0.01, 0.11, 0.10], [0.26, 0.05, -0.05], [-0.19, 0.36, 0.53], [0.21, 0.21, 0.28], [0.47, -0.17, 0.02], [0.22, -0.50, -0.75], [-0.10, -0.31, 0.14], [0.64, 0.90, -1.20], [-0.49, 0.54, 0.59], [-0.04, 0.02, -0.05], [0.04, 0.09, -0.22], [-0.01, -0.12, -0.13], [0.31, 0.02, 0.10], [-0.93, 0.73, 0.23], [0.04, 0.03, -0.05], [0.01, -0.10, -0.02], [0.06, 0.06, 0.04], [0.02, 0.06, 0.01], [-0.12, 0.06, -0.07], [0.00, -0.13, -0.01], [0.09, -0.15, -0.17], [-0.01, 0.06, -0.04], [0.15, 0.09, -0.06], [0.03, -0.11, -0.13], [-0.07, -0.20, 0.12], [0.09, -0.21, 0.22], [0.06, -0.06, 0.24], [-0.16, -0.07, 0.09], [-0.06, 0.02, 0.04], [-0.04, -0.01, 0.10], [-0.15, -0.10, 0.02], [0.01, 0.03, -0.09], [-0.12, 0.01, -0.06], [-0.02, -0.09, 0.04], [-0.07, 0.05, 0.12], [0.00, -0.09, 0.07], [0.00, 0.02, -0.07], [0.25, -0.14, 0.03], [0.10, 0.11, 0.12], [-0.08, 0.14, 0.09], [-0.08, -0.06, 0.06], [0.13, 0.06, 0.22], [-0.06, -0.11, 0.04], [-0.07, 0.04, 0.04], [0.08, -0.06, 0.10], [0.04, 0.04, -0.02], [0.16, -0.01, 0.09], [-0.06, -0.01, 0.10], [0.16, 0.12, -0.07], [-0.59, -0.34, 0.01], [0.08, 0.35, 0.03], [-0.72, -0.18, 0.19], [0.24, -0.53, -0.24], [-0.27, 0.28, 0.19], [0.00, -0.20, 0.01], [0.06, 0.10, -0.04], [-0.02, -0.11, 0.05], [0.16, -0.08, 0.38], [1.04, -0.26, -0.14], [0.09, -0.12, -0.12], [0.08, -0.12, 0.21], [-0.01, 0.08, -0.13], [0.00, 0.03, 0.00], [-0.04, 0.12, -0.08], [0.06, -0.03, 0.09], [0.16, -0.06, 0.00], [-0.14, -0.04, -0.18], [0.13, 0.08, 0.07], [0.03, 0.04, -0.02], [0.13, 0.05, 0.00], [-0.28, 0.03, -0.14], [-0.15, -0.01, 0.09], [-0.01, -0.06, 0.01], [-0.02, 0.03, 0.00], [-0.03, -0.02, 0.03], [-0.03, 0.03, -0.09], [0.00, 0.01, -0.07], [-0.07, 0.02, -0.08], [-0.03, -0.06, 0.02], [-0.07, -0.03, -0.09], [-0.01, 0.06, -0.01], [-0.01, 0.03, 0.03], [0.07, 0.09, -0.01], [0.08, -0.02, -0.06], [0.12, 0.03, -0.04], [-0.55, -0.55, -1.48], [0.87, 0.42, 1.20], [-0.36, 0.35, 1.48], [-0.42, 0.12, 0.10], [0.22, -0.29, -0.27], [-2.42, -0.22, -0.42], [0.83, -0.78, -0.36], [-0.08, -0.10, -0.03], [-0.02, 0.05, -0.07], [0.16, -0.08, 0.03]], "homo_lumo_gap_ha": [0.240, 0.257], "homo_ev": [-4.40, -4.68], "spin_multiplicity": 2, "total_charge": -1}

Electronic energy for every record listed, in sequence, given in eV: -168672.376; -186290.143.
Molecular weight for every record listed, in sequence, given in g/mol: 1158.1; 1084.0.